DFT (wB97M-V/def2-TZVPD) results for a single C4H8B2 molecule at a distorted geometry.

SMILES: BC(=C)BC=C
Gap between HOMO and LUMO (eV): 8.69
Highest occupied orbital energy (eV): -9.082
Calculated total energy (eV): -5626.067
Energy relative to the best compared isomer or geometry (same formula, charge and spin) (eV): 1.427
E_LUMO (hartree): -0.014
M (Da): 77.73

The geometry in XYZ format:
```
14
Properties=species:S:1:pos:R:3:forces:R:3
B -1.804 1.231 -0.466 0.8 2.6 -1.0
C -1.283 -0.061 -0.023 3.2 -3.8 2.3
C -1.772 -1.070 0.786 -3.3 3.0 -0.3
B 0.309 -0.417 -0.633 -2.6 0.1 0.9
C 1.824 -0.031 -0.464 -0.1 -0.1 -0.8
C 2.561 0.309 0.617 0.2 -0.1 -0.9
H -2.705 1.847 0.001 -0.3 -0.1 -0.2
H -0.993 1.780 -1.302 -1.4 -0.3 0.7
H -1.366 -2.016 0.906 1.5 -1.6 0.2
H -2.831 -1.086 1.342 2.1 0.6 -1.5
H -0.072 -1.204 -1.423 1.0 -0.5 -0.8
H 2.310 -0.173 -1.491 -0.1 0.4 1.7
H 2.170 0.420 1.632 -0.1 -0.1 -0.4
H 3.653 0.469 0.518 -0.7 -0.1 0.1
```
Positions in Å, forces in eV/Å.

These are the natural (NBO) partial charges, in e, on atoms 1 to 5: 0.434, -0.711, -0.225, 0.642, -0.591


DFT (wB97M-V/def2-TZVPD) results for a single C2H4O2P2 molecule at a distorted geometry.

SMILES: O=[P@@H]1OC=CP1
Gap between HOMO and LUMO (alpha / beta) (eV): 8.60 / 8.60
Highest occupied orbital energy (alpha / beta) (eV): -8.602 / -8.603
Calculated total energy (eV): -24806.618
Energy relative to the best compared isomer or geometry (same formula, charge and spin) (eV): 4.984
E_LUMO (alpha / beta) (hartree): 0.000 / 0.000
M (Da): 122.00

The geometry in XYZ format:
```
10
Properties=species:S:1:pos:R:3:forces:R:3
O -1.974 -1.897 1.838 1.2 6.1 -2.7
P -1.649 -0.056 0.906 1.7 -9.4 4.5
O -1.423 -0.403 -0.604 0.5 0.1 -1.6
C -0.080 -0.603 -0.937 0.3 0.7 0.6
C 0.907 -0.086 -0.166 -1.9 -0.2 -0.8
P 0.237 0.891 1.288 1.0 0.9 -0.9
H -2.791 0.494 0.981 -3.2 2.5 0.0
H -0.123 -1.163 -1.855 0.9 -0.1 -0.2
H 1.956 -0.115 -0.466 -0.4 -0.1 0.3
H 0.582 -0.029 2.245 0.0 -0.6 0.8
```
Positions in Å, forces in eV/Å.

These are the natural (NBO) partial charges, in e, on atoms 1 to 5: -0.913, 1.330, -0.761, 0.151, -0.553


DFT (wB97M-V/def2-TZVPD) results for C36H53N4OP2W as an isolated structure at a distorted geometry.

Gap between HOMO and LUMO (alpha / beta) (eV): 5.94 / 5.99
Highest occupied orbital energy (alpha / beta) (eV): -16.574 / -16.713
Calculated total energy (eV): -66574.900
Energy relative to the best compared isomer or geometry (same formula, charge and spin) (eV): 0.948
Charge: +3
E_LUMO (alpha / beta) (hartree): -0.391 / -0.394
M (Da): 803.63
<S²>: 2.04
Multiplicity: 3

The geometry in XYZ format:
```
97
Properties=species:S:1:pos:R:3:forces:R:3
C 2.030 -1.880 -0.969 0.6 -0.8 0.9
C 2.190 0.247 -1.901 -1.5 -0.9 -0.6
C 2.995 -2.342 -1.853 0.0 -0.1 -0.4
C 2.772 -0.309 -3.056 0.4 2.1 0.4
C 3.308 -1.555 -2.958 0.9 -1.7 -0.2
H 3.423 -3.341 -1.671 -0.2 0.6 -0.4
H 3.006 0.401 -3.871 0.0 -0.7 0.5
H 4.030 -1.937 -3.688 -0.5 0.2 0.1
N 1.602 -0.593 -0.938 1.4 -0.7 -0.7
P -0.083 -2.540 0.784 1.1 -2.0 -0.5
P 1.320 2.153 -0.220 -0.6 0.9 0.9
C 1.611 -2.881 0.086 -0.3 -0.4 0.3
H 1.595 -3.916 -0.326 0.1 0.8 0.1
H 2.345 -2.938 0.919 -0.3 0.4 -0.4
C 2.119 1.645 -1.736 -4.4 -0.1 -1.9
H 1.743 2.230 -2.609 1.3 -0.5 0.3
C -0.178 3.574 -0.223 0.3 0.2 -0.3
C 3.007 2.904 0.189 -0.7 0.1 0.8
C -1.140 -3.507 -0.486 -0.4 0.1 0.0
C -0.043 -3.488 2.452 -0.2 0.2 0.3
C -1.532 3.146 0.351 -0.2 -0.6 0.3
H -1.476 2.835 1.400 0.0 0.1 -0.2
H -2.210 4.023 0.341 0.5 -0.4 -0.2
H -2.019 2.350 -0.218 0.1 0.2 0.0
C 0.226 4.793 0.621 0.3 0.1 0.0
H 0.327 4.529 1.684 0.0 0.1 -0.3
H 1.142 5.280 0.278 -0.3 -0.1 0.1
H -0.580 5.545 0.567 0.2 -0.3 -0.1
C -0.396 3.909 -1.695 0.1 0.1 -0.3
H -1.197 4.658 -1.787 0.2 -0.2 0.1
H 0.496 4.320 -2.173 -0.1 0.0 0.0
H -0.720 3.023 -2.258 0.0 0.2 0.1
C 3.100 3.430 1.619 0.4 0.3 0.0
H 3.068 2.593 2.339 0.1 0.4 -0.2
H 4.093 3.913 1.667 -0.4 -0.1 0.4
H 2.331 4.178 1.867 0.5 -0.4 -0.1
C 4.022 1.750 0.043 0.1 0.1 -0.1
H 3.738 0.896 0.682 0.3 0.3 -0.2
H 4.112 1.394 -0.993 0.3 0.2 0.5
H 5.009 2.125 0.337 -0.2 -0.1 0.1
C 3.202 4.013 -0.880 0.2 0.1 -0.1
H 2.702 3.800 -1.843 0.3 0.3 0.6
H 2.860 5.005 -0.542 0.4 -0.5 -0.1
H 4.274 4.046 -1.119 -0.2 0.3 0.2
C -1.469 -3.460 3.017 -0.3 0.1 0.3
H -1.440 -3.653 4.100 0.1 -0.1 -0.3
H -1.936 -2.475 2.882 0.2 -0.5 0.1
H -2.122 -4.219 2.567 0.3 0.1 0.1
C 0.883 -2.746 3.428 0.1 0.1 0.0
H 1.910 -2.646 3.056 -0.2 0.0 0.1
H 0.501 -1.755 3.698 0.0 -0.1 -0.1
H 0.939 -3.334 4.359 0.0 0.2 -0.3
C 0.449 -4.945 2.357 0.0 -0.2 -0.2
H 0.629 -5.308 3.382 0.0 0.2 -0.3
H -0.296 -5.618 1.920 0.3 0.3 0.1
H 1.393 -5.043 1.805 -0.2 0.0 0.2
C -0.880 -3.012 -1.918 0.0 0.2 0.0
H -1.541 -3.582 -2.593 0.3 0.2 0.2
H -1.133 -1.956 -2.030 0.2 -0.3 -0.1
H 0.154 -3.173 -2.244 -0.2 0.0 0.0
C -2.619 -3.253 -0.166 -0.4 -0.2 0.0
H -2.881 -2.194 -0.297 0.0 -0.4 0.1
H -3.224 -3.834 -0.880 0.1 0.2 0.2
H -2.908 -3.576 0.843 0.1 0.1 -0.4
C -0.885 -5.031 -0.517 -0.1 -0.1 0.2
H 0.179 -5.290 -0.598 -0.3 0.0 0.1
H -1.334 -5.559 0.333 0.2 0.2 -0.3
H -1.374 -5.424 -1.425 0.2 0.2 0.3
W 0.253 -0.036 0.659 -1.4 1.4 1.3
C 1.726 -0.046 1.959 5.0 -0.5 4.2
O 2.595 -0.069 2.775 -4.0 0.2 -3.7
N -1.519 -0.007 -0.628 -5.1 -0.6 -5.7
C -2.345 -0.082 -1.569 7.7 3.6 2.7
C -2.387 0.540 -3.047 -3.2 -0.1 0.6
C -3.731 0.703 -3.483 -0.1 -1.4 -0.3
C -1.406 0.910 -3.998 1.3 -0.6 -0.2
C -4.063 0.793 -4.836 0.2 0.2 -0.3
H -4.568 0.583 -2.796 0.3 -0.2 0.0
C -1.740 1.081 -5.368 -0.7 -0.1 0.9
H -0.340 1.058 -3.752 -0.6 -0.5 0.1
C -3.074 0.955 -5.809 0.9 0.1 0.7
H -5.097 0.659 -5.151 0.2 0.4 0.2
H -0.957 1.273 -6.104 -0.1 0.1 0.4
H -3.282 1.023 -6.881 -0.1 -0.1 0.5
N -2.661 -0.594 2.143 0.1 0.3 -0.9
C -2.047 0.369 2.891 0.4 -0.1 -0.8
C -2.707 0.931 3.982 -1.1 -0.4 0.2
C -2.114 1.935 4.696 0.1 0.0 0.2
C -0.834 2.352 4.300 1.1 0.4 -0.3
C -0.193 1.748 3.234 -0.7 0.1 0.8
N -0.779 0.730 2.524 -0.3 -0.1 -0.8
H -3.628 -0.771 2.379 0.1 0.0 -0.2
H -2.442 -0.636 1.128 -0.4 0.0 1.3
H -3.738 0.562 4.176 0.9 0.4 0.1
H -2.617 2.410 5.546 0.2 -0.2 -0.4
H -0.320 3.166 4.825 -0.3 -0.4 -0.2
H 0.794 2.066 2.912 -0.1 0.0 0.1
```
Positions in Å, forces in eV/Å.

These are the Mulliken partial charges, in e, on atoms 1 to 5: 0.656, -0.113, -0.640, -1.020, -0.854